Below is C5H9N as an isolated structure at a distorted geometry, with properties calculated with the ωB97M-V functional and the def2-TZVPD basis.

Summary:
HOMO level = -9.35 eV
frontier orbital gap = 10.49 eV
DFT total energy = -6819.10950 eV
LUMO = 1.14 eV
energy above the lowest of the compared OMol25 structures with the same formula, charge and spin = 1.885 eV

```
! RIJCOSX wB97M-V def2-TZVPD def2/J DEFGRID3
* xyz 0 1
C 1.254 0.504 0.229
C 0.609 0.241 -1.164
C -0.649 -0.336 -0.751
C -0.295 -1.206 0.452
C 0.017 0.115 1.087
H 1.483 1.553 0.408
H 2.083 -0.227 0.392
H 1.187 -0.516 -1.701
H 0.477 1.031 -1.808
H -1.398 -0.704 -1.486
H -1.198 -1.737 0.592
H 0.576 -1.792 0.198
H 0.143 0.406 2.117
H -0.968 1.591 0.001
N -1.142 0.641 0.309
*
```


Below is C36H26AsMnOS2 as an isolated structure at a distorted geometry, with properties calculated with the ωB97M-V functional and the def2-TZVPD basis.

Summary:
⟨S²⟩ = 6.12
HOMO level (spin up / spin down) = -7.98 / -8.23 eV
frontier orbital gap (spin up / spin down) = 6.86 / 7.80 eV
DFT total energy = -153626.68547 eV
LUMO (spin up / spin down) = -1.12 / -0.43 eV
energy above the lowest of the compared OMol25 structures with the same formula, charge and spin = 0.385 eV

```
! RIJCOSX wB97M-V def2-TZVPD def2/J DEFGRID3
* xyz 0 5
Mn 0.180 0.055 -0.047
S -0.487 2.020 -0.703
C 0.688 2.739 -1.805
C 0.320 3.843 -2.571
C 1.228 4.416 -3.445
C 2.518 3.916 -3.554
C 2.894 2.821 -2.792
C 1.991 2.230 -1.917
As 2.380 0.643 -0.879
C 2.820 1.377 0.874
C 3.256 0.467 1.838
C 3.528 0.894 3.125
C 3.347 2.229 3.461
C 2.905 3.135 2.509
C 2.642 2.710 1.214
C 4.163 0.212 -1.523
C 5.288 0.839 -0.999
C 6.545 0.539 -1.500
C 6.683 -0.385 -2.526
C 5.561 -1.002 -3.061
C 4.303 -0.708 -2.558
H -0.684 4.238 -2.491
H 0.928 5.261 -4.051
H 3.224 4.374 -4.234
H 3.896 2.420 -2.883
H 3.369 -0.577 1.566
H 3.858 0.185 3.874
H 3.544 2.558 4.474
H 2.752 4.173 2.776
H 2.296 3.421 0.472
H 5.175 1.562 -0.200
H 7.419 1.030 -1.091
H 7.666 -0.628 -2.907
H 5.669 -1.714 -3.869
H 3.422 -1.190 -2.967
C -2.858 -7.995 -6.528
C -2.776 -6.951 -5.450
O -2.792 -5.768 -5.638
S -2.631 -7.681 -3.808
C -2.194 -6.242 -2.856
C -3.107 -5.218 -2.649
C -2.701 -4.055 -2.019
C -1.381 -3.909 -1.586
C -0.486 -4.974 -1.749
C -0.891 -6.134 -2.383
C -0.917 -2.687 -1.020
C -0.461 -1.651 -0.573
H -3.575 -7.687 -7.287
H -3.119 -8.970 -6.121
H -1.875 -8.064 -6.998
H -4.123 -5.328 -2.999
H -3.407 -3.250 -1.867
H 0.528 -4.867 -1.388
H -0.196 -6.950 -2.528
C -0.026 -0.362 1.804
C -0.088 -0.442 3.017
C -0.146 -0.458 4.442
C -0.280 -1.646 5.165
C -0.330 -1.617 6.549
C -0.246 -0.411 7.228
C -0.119 0.776 6.519
C -0.068 0.756 5.136
H -0.345 -2.586 4.632
H -0.441 -2.541 7.101
H -0.280 -0.396 8.310
H -0.067 1.722 7.043
H 0.031 1.672 4.571
*
```


Below is C16H52AgB2N4O4 as an isolated structure at a distorted geometry, with properties calculated with the ωB97M-V functional and the def2-TZVPD basis.

Summary:
HOMO level = -4.63 eV
frontier orbital gap = 6.97 eV
DFT total energy = -36934.03345 eV
LUMO = 2.34 eV
energy above the lowest of the compared OMol25 structures with the same formula, charge and spin = 0.651 eV

```
! RIJCOSX wB97M-V def2-TZVPD def2/J DEFGRID3
* xyz -1 1
Ag -0.474 -0.059 1.598
B -2.243 -3.754 1.486
H -3.437 -3.590 1.474
H -1.850 -4.518 0.621
H -1.772 -2.671 1.179
H -1.878 -4.091 2.580
B -2.109 -0.806 3.431
H -2.977 -1.029 2.641
H -2.495 -0.944 4.560
H -1.149 -1.532 3.319
H -1.658 0.289 3.265
C 0.685 4.360 -0.439
C -0.286 3.179 -0.520
C -0.034 2.246 -1.682
O 0.209 2.952 -2.871
C 0.574 2.080 -3.911
N -0.331 2.386 0.692
H 0.692 4.844 0.535
H 0.575 5.076 -1.254
H 1.696 3.952 -0.590
H -1.277 3.613 -0.715
H -0.924 1.612 -1.808
H 0.770 1.531 -1.435
H 0.645 2.612 -4.854
H -0.118 1.229 -3.988
H 1.535 1.603 -3.657
H 0.631 2.107 0.882
H -0.585 2.885 1.537
C -3.830 -1.663 -1.611
C -2.988 -0.422 -1.377
C -3.720 0.875 -1.634
O -3.965 0.984 -3.033
C -4.230 2.306 -3.447
N -2.562 -0.367 0.049
H -4.220 -1.654 -2.643
H -4.732 -1.748 -1.008
H -3.219 -2.565 -1.570
H -2.106 -0.463 -2.019
H -3.051 1.699 -1.354
H -4.642 0.950 -1.047
H -4.185 2.338 -4.536
H -3.473 2.949 -2.988
H -5.257 2.603 -3.201
H -2.404 -1.355 0.289
H -3.380 -0.216 0.638
C 3.302 1.762 4.157
C 2.546 1.728 2.815
C 3.531 1.469 1.700
O 2.829 1.554 0.474
C 3.674 1.453 -0.650
N 1.510 0.691 2.870
H 2.626 2.089 4.949
H 4.116 2.496 4.157
H 3.712 0.789 4.431
H 2.131 2.735 2.710
H 4.072 0.526 1.839
H 4.232 2.316 1.729
H 3.104 1.739 -1.535
H 4.053 0.437 -0.799
H 4.503 2.166 -0.557
H 1.134 0.455 3.781
H 1.991 -0.145 2.541
C 0.938 -1.552 -0.643
C 1.117 -2.777 0.215
C 2.476 -3.440 0.031
O 2.810 -3.630 -1.350
C 2.220 -4.782 -1.885
N 0.884 -2.411 1.635
H 0.043 -0.982 -0.322
H 0.818 -1.782 -1.701
H 1.755 -0.836 -0.480
H 0.441 -3.567 -0.144
H 2.619 -4.408 0.521
H 3.249 -2.759 0.416
H 2.440 -5.684 -1.300
H 2.610 -4.955 -2.891
H 1.132 -4.709 -2.007
H -0.151 -2.516 1.581
H 1.088 -3.285 2.124
*
```


Below is C4H10O2PPtS5Sb as an isolated structure, with properties calculated with the ωB97M-V functional and the def2-TZVPD basis.

Summary:
⟨S²⟩ = 2.01
HOMO level (spin up / spin down) = -0.17 / -0.35 eV
frontier orbital gap (spin up / spin down) = 4.69 / 4.85 eV
DFT total energy = -81659.14679 eV
LUMO (spin up / spin down) = 4.52 / 4.50 eV
energy above the lowest of the compared OMol25 structures with the same formula, charge and spin = 0.221 eV

```
! RIJCOSX wB97M-V def2-TZVPD def2/J DEFGRID3
* xyz -2 3
Pt 2.312 -1.788 1.042
S 5.499 -4.678 3.789
Sb 4.784 -2.654 2.904
S 4.203 -3.063 0.536
S 2.345 -2.528 3.261
C -1.766 2.663 1.039
C -0.468 2.023 0.605
O -0.670 0.613 0.659
P 0.361 -0.408 -0.085
S -0.424 -2.166 0.315
S 2.206 0.386 0.186
O 0.143 -0.059 -1.664
C -0.920 -0.583 -2.453
C -2.214 0.171 -2.219
H -1.669 3.754 1.055
H -2.042 2.331 2.041
H -2.577 2.398 0.357
H 0.358 2.298 1.262
H -0.196 2.329 -0.410
H -1.049 -1.645 -2.246
H -0.586 -0.475 -3.486
H -2.579 0.000 -1.205
H -2.983 -0.163 -2.925
H -2.067 1.246 -2.355
*
```


Below is C20H24NP2PtSTe as an isolated structure at a distorted geometry, with properties calculated with the ωB97M-V functional and the def2-TZVPD basis.

Summary:
⟨S²⟩ = 2.02
HOMO level (spin up / spin down) = -0.75 / -3.02 eV
frontier orbital gap (spin up / spin down) = 3.12 / 4.97 eV
DFT total energy = -62575.43827 eV
LUMO (spin up / spin down) = 2.38 / 1.95 eV
energy above the lowest of the compared OMol25 structures with the same formula, charge and spin = 0.559 eV

```
! RIJCOSX wB97M-V def2-TZVPD def2/J DEFGRID3
* xyz -1 3
Pt 1.552 -0.062 -0.436
C 1.950 0.526 3.238
P 1.622 -0.545 1.787
C 2.950 -1.796 2.066
C 0.115 -1.440 2.235
C -0.427 -1.472 3.520
C -1.612 -2.131 3.779
C -2.289 -2.779 2.747
C -1.770 -2.745 1.466
C -0.577 -2.084 1.189
P 0.097 -1.870 -0.474
C -1.323 -1.919 -1.616
C 0.856 -3.501 -0.847
H 2.286 -0.083 4.078
H 1.063 1.093 3.516
H 2.744 1.218 2.958
H 2.724 -2.396 2.953
H 3.890 -1.263 2.201
H 3.036 -2.435 1.193
H 0.087 -0.963 4.326
H -2.026 -2.142 4.779
H -3.218 -3.296 2.950
H -2.306 -3.228 0.658
H -1.854 -2.871 -1.582
H -0.913 -1.760 -2.614
H -1.997 -1.094 -1.384
H 0.116 -4.297 -0.730
H 1.692 -3.691 -0.177
H 1.222 -3.479 -1.874
C -0.502 2.267 1.356
C -0.727 2.546 -0.100
C -1.553 3.587 -0.496
C -1.691 3.881 -1.850
C -0.987 3.108 -2.810
C -1.075 3.358 -4.192
C -0.354 2.587 -5.088
C 0.448 1.554 -4.632
C 0.551 1.258 -3.267
S 1.576 -0.092 -2.824
C -0.167 2.040 -2.324
N -0.056 1.783 -0.986
H -1.134 2.897 1.983
H 0.550 2.459 1.597
H -0.707 1.216 1.595
H -2.074 4.165 0.259
H -2.315 4.702 -2.187
H -1.709 4.170 -4.533
H -0.417 2.786 -6.153
H 1.011 0.949 -5.334
Te 3.643 1.282 0.082
*
```


Below is C2H5N3O in the gas phase at a distorted geometry, with properties calculated with the ωB97M-V functional and the def2-TZVPD basis.

Summary:
structure (SMILES) = [H]/N=C(/N)NC=O
HOMO level = -9.19 eV
frontier orbital gap = 9.84 eV
DFT total energy = -8673.19851 eV
LUMO = 0.64 eV
energy above the lowest of the compared OMol25 structures with the same formula, charge and spin = 0.444 eV

```
! RIJCOSX wB97M-V def2-TZVPD def2/J DEFGRID3
* xyz 0 1
H -2.145 -1.306 0.206
N -2.003 -0.292 0.133
C -0.805 0.103 -0.049
N -0.491 1.434 -0.127
N 0.307 -0.785 -0.156
C 1.622 -0.499 0.002
O 2.010 0.662 0.142
H 0.452 1.724 -0.028
H -1.305 2.051 0.031
H 0.056 -1.770 -0.027
H 2.303 -1.323 -0.127
*
```